# 1
DFT (the ωB97M-V functional and the def2-TZVPD basis) results for the molecule C5H7NO in a non-equilibrium geometry.

Last column: Löwdin charge in e.
Positions of all 14 atoms, in Å:
C: 0.433 1.075 -0.055  0.079
C: 1.978 0.927 -0.049  -0.194
C: 1.028 -1.167 0.019  -0.263
C: -1.490 -0.786 -0.015  0.072
C: -2.538 0.235 -0.137  -0.143
N: -0.110 -0.214 -0.096  -0.137
O: 2.224 -0.481 -0.021  -0.140
H: 2.575 1.455 -0.860  0.133
H: 2.383 1.378 0.867  0.107
H: 1.018 -1.730 1.114  0.160
H: 0.938 -2.065 -0.663  0.127
H: -2.623 0.525 0.864  0.073
H: -3.436 -0.305 -0.314  0.057
H: -2.381 1.153 -0.655  0.067

## Properties
HOMO-LUMO gap   8.238 eV
Energy relative to the best compared isomer or geometry (same formula, charge and spin)   651.2 kJ/mol
E_LUMO   -0.815 eV
Highest occupied orbital energy   -0.333 Eh
E_tot   -8829.454 eV

# 2
DFT (the ωB97M-V functional and the def2-TZVPD basis) results for the molecule C5H7NO.

Last column: Löwdin charge in e.
Positions of all 14 atoms, in Å:
H: -1.331 0.011 1.896  0.037
N: -1.893 -0.555 1.252  0.101
C: -1.194 -0.845 0.237  -0.226
C: 0.128 -0.200 -0.095  -0.259
C: 1.106 0.107 1.111  -0.005
C: -0.326 0.753 -1.382  0.038
C: 0.775 -0.181 -1.439  -0.392
O: 1.796 -0.432 -2.014  0.128
H: -1.666 -1.330 -0.627  0.115
H: 1.879 -0.678 1.192  0.091
H: 0.605 0.123 2.091  0.063
H: 1.645 1.049 0.992  0.082
H: -0.242 1.832 -1.391  0.109
H: -1.250 0.390 -1.873  0.120

## Properties
HOMO-LUMO gap   10.409 eV
Energy relative to the best compared isomer or geometry (same formula, charge and spin)   288.5 kJ/mol
E_LUMO   0.766 eV
Highest occupied orbital energy   -0.354 Eh
E_tot   -8833.213 eV
SMILES   [H]/N=C\[C@]1(C)CC1=O

# 3
DFT (the ωB97M-V functional and the def2-TZVPD basis) results for a structure of composition C5H7NO.

Last column: Löwdin charge in e.
Positions of all 14 atoms, in Å:
C: 2.541 -0.278 0.871  -0.063
N: 1.463 0.476 0.562  -0.025
C: 0.382 0.189 -0.123  -0.303
O: 0.080 -1.097 -0.567  0.031
C: -1.210 -0.610 -0.978  -0.223
C: -2.030 -0.185 0.186  -0.042
C: -0.961 0.754 -0.378  -0.109
H: 1.543 1.468 0.776  0.169
H: 3.288 0.187 1.497  0.024
H: 2.484 -1.344 0.695  0.035
H: -1.552 -0.906 -1.964  0.150
H: -1.907 -0.683 1.146  0.116
H: -3.047 0.116 -0.064  0.109
H: -1.204 1.737 -0.769  0.131

## Properties
HOMO-LUMO gap (alpha / beta)   6.956 / 6.955 eV
Energy relative to the best compared isomer or geometry (same formula, charge and spin)   471.0 kJ/mol
E_LUMO (alpha / beta)   0.934 / 0.934 eV
Highest occupied orbital energy (alpha / beta)   -0.221 / -0.221 Eh
E_tot   -8831.321 eV

# 4
DFT (the ωB97M-V functional and the def2-TZVPD basis) results for the molecule C5H7NO in a non-equilibrium geometry.

Last column: Löwdin charge in e.
Positions of all 14 atoms, in Å:
C: -0.931 -0.571 -0.140  -0.282
C: -0.939 0.477 -1.056  -0.069
C: 1.186 -1.594 -0.697  -0.149
C: -2.329 1.165 -0.906  -0.181
C: 3.040 -0.693 0.252  -0.032
N: 0.224 -1.187 -0.051  0.114
O: 2.418 -1.687 -0.575  -0.023
H: -1.908 -0.834 0.322  0.107
H: -3.053 0.823 -1.721  0.090
H: -2.119 2.201 -1.133  0.044
H: -2.751 0.797 0.034  0.035
H: 3.989 -0.465 -0.245  0.094
H: 3.129 -1.162 1.282  0.112
H: 2.364 0.260 0.493  0.141

## Properties
HOMO-LUMO gap (alpha / beta)   6.937 / 6.916 eV
Energy relative to the best compared isomer or geometry (same formula, charge and spin)   693.6 kJ/mol
E_LUMO (alpha / beta)   -0.763 / -0.771 eV
Highest occupied orbital energy (alpha / beta)   -0.283 / -0.283 Eh
E_tot   -8829.014 eV

# 5
DFT (the ωB97M-V functional and the def2-TZVPD basis) results for the molecule C5H7NO.

Last column: Löwdin charge in e.
Positions of all 14 atoms, in Å:
C: -2.140 -0.136 -0.570  -0.053
C: -0.683 0.205 -0.501  -0.273
C: -0.147 1.355 -0.020  -0.087
O: 1.163 1.186 0.301  0.036
C: 1.449 -0.122 0.054  -0.395
N: 2.489 -0.669 0.811  0.106
C: 0.399 -0.745 -0.533  0.011
H: -2.689 0.429 0.191  0.079
H: -2.614 0.040 -1.539  0.074
H: -2.261 -1.192 -0.309  0.078
H: -0.567 2.313 0.252  0.127
H: 3.171 0.040 1.058  0.087
H: 2.036 -0.927 1.680  0.091
H: 0.392 -1.776 -0.875  0.119

## Properties
HOMO-LUMO gap   9.106 eV
Energy relative to the best compared isomer or geometry (same formula, charge and spin)   112.4 kJ/mol
E_LUMO   0.943 eV
Highest occupied orbital energy   -0.300 Eh
E_tot   -8835.038 eV
SMILES   Cc1coc(N)c1

# 6
DFT (the ωB97M-V functional and the def2-TZVPD basis) results for a cluster of 2 separate species, C5H7NO in total in a non-equilibrium geometry.

Last column: Löwdin charge in e.
Positions of all 14 atoms, in Å:
C: -1.885 0.019 0.304  -0.047
C: -1.177 1.218 -0.001  -0.112
C: 0.055 1.221 -0.377  -0.153
N: 0.732 0.059 -0.454  -0.017
C: 0.134 -1.072 -0.410  -0.164
C: -1.231 -1.174 -0.017  -0.055
H: -2.923 0.136 0.557  0.095
H: -1.565 2.117 0.429  0.099
H: 0.647 2.153 -0.542  0.132
H: 0.544 -2.103 -0.365  0.115
H: -1.814 -2.047 0.162  0.084
O: 2.574 0.065 0.412  -0.088
H: 3.402 0.294 -0.104  0.087
H: 2.506 -0.886 0.405  0.023

## Properties
HOMO-LUMO gap   8.788 eV
Energy relative to the best compared isomer or geometry (same formula, charge and spin)   288.5 kJ/mol
E_LUMO   0.930 eV
Highest occupied orbital energy   -0.289 Eh
E_tot   -8833.213 eV
SMILES   c1ccncc1.O

Which formula does entry 6 have? C5H7NO

The lowest energy relative to the best compared isomer or geometry (same formula, charge and spin) belongs to which entry? number 5